C13H16N6O2 | the ωB97M-V functional and the def2-TZVPD basis

```
! wB97M-V def2-TZVPD RIJCOSX def2/J DEFGRID3
* xyz 0 1
N -3.2180 -2.5329 -2.5605
N -2.2267 -1.7470 -1.9322
C -2.5264 -0.6815 -1.1200
O -3.6716 -0.2606 -0.9903
C -1.3936 0.0162 -0.5475
C -1.3929 1.3517 -0.3996
N -0.1306 1.6808 0.0509
C 0.3453 2.9944 0.2750
C 1.7109 3.2412 0.6091
C 2.1566 4.5373 0.8811
C 1.2154 5.5492 0.7398
C -0.0896 5.2425 0.3913
N -0.5041 3.9968 0.1255
N 0.6514 0.5455 0.1327
C -0.0735 -0.4713 -0.2090
N 0.4016 -1.7954 -0.2330
C -0.4067 -2.9563 0.2353
C 0.1352 -3.4372 1.5982
O 1.5205 -3.7245 1.5309
C 2.3000 -2.5958 1.1172
C 1.8573 -2.0749 -0.2228
H -3.2631 -2.3376 -3.5963
H -4.1071 -2.3339 -2.0983
H -1.2574 -1.9773 -1.9935
H -2.2142 2.0399 -0.6262
H 2.3735 2.3879 0.7126
H 3.1500 4.8058 1.2373
H 1.5138 6.5586 0.9608
H -0.8092 6.0828 0.3660
H -0.3243 -3.7587 -0.4923
H -1.4550 -2.6624 0.3610
H -0.3929 -4.3445 1.9420
H -0.0406 -2.6908 2.3902
H 2.2228 -1.7630 1.8303
H 3.4038 -2.8948 1.0472
H 2.1033 -2.8169 -1.0266
H 2.4361 -1.1736 -0.4864
*
```

E in eV: -26774.62554
F_max in eV/Å: 2.2
E_LUMO in eV: 0.61
HOMO in eV: -8.08
HOMO-LUMO gap in eV: 8.68
ΔE to the lowest compared entry with this formula, charge and spin in kJ/mol: 0.0
SMILES: NNC(=O)c1cn(-c2ccccn2)nc1N1CCOCC1